Entry 1:
69
Properties=species:S:1:pos:R:3:forces:R:3 method="wB97M-V/def2-TZVPD" gap_ev=8.1 total_charge=+1 e_homo_ev=-11.74 mol_weight_g_mol=386.62
C 2.9823 -1.7362 0.1045 -0.469 -0.064 -0.323
C 1.5485 -1.5580 0.5675 0.532 -0.178 -0.233
O 0.7399 -1.4188 -0.5932 -0.101 0.592 -0.188
C -0.6431 -1.3546 -0.3302 0.267 -0.724 0.219
C -1.0828 -0.0870 0.3405 -0.675 0.813 0.213
N -0.7949 1.1353 -0.4932 1.558 -0.820 -1.001
S -1.5407 1.1353 -2.0693 -0.606 0.335 0.011
C 0.4764 1.6031 -0.4108 -0.406 -0.130 0.209
N 1.2445 1.8335 -1.5504 -0.182 0.161 0.592
N 0.9525 1.9017 0.7952 -0.221 0.105 -0.387
H 3.3779 -0.7994 -0.2802 0.216 0.119 0.076
H 3.6084 -2.1243 0.8981 0.158 0.105 0.151
H 2.9869 -2.4432 -0.7203 0.084 -0.170 -0.026
H 1.2279 -2.4295 1.1364 -0.175 -0.052 0.148
H 1.4860 -0.6644 1.1899 -0.185 -0.007 0.284
H -1.1703 -1.5273 -1.2615 0.013 0.128 -0.214
H -0.9295 -2.1738 0.3380 -0.082 -0.064 0.121
H -0.6072 0.0495 1.3033 0.077 0.002 0.131
H -2.1546 -0.1285 0.5049 -0.134 0.065 0.007
H -0.7290 0.3394 -2.7871 0.159 -0.070 0.261
H 1.9809 1.1460 -1.6686 -0.214 -0.317 -0.362
H 1.6493 2.7603 -1.5031 0.294 -0.001 0.038
H 0.3446 2.2773 1.5036 -0.108 -0.426 0.336
H 1.9281 1.7855 1.0192 0.247 0.585 0.011
C -0.0531 2.0143 -5.9664 -0.104 -0.006 0.000
C 0.0756 0.5425 -5.6144 0.117 0.096 0.020
O -1.1608 -0.1356 -5.4958 -0.017 -0.023 0.270
C -1.9734 -0.1677 -6.6620 -0.108 0.006 -0.148
C -1.3170 -0.8422 -7.8522 0.128 -0.001 0.070
H -0.6825 2.5299 -5.2385 0.015 0.005 0.013
H 0.9305 2.4849 -5.9720 0.014 -0.005 0.009
H -0.4950 2.1617 -6.9515 0.048 -0.008 -0.032
H 0.5408 0.4458 -4.6296 0.040 -0.018 -0.010
H 0.7413 0.0340 -6.3191 -0.061 -0.017 -0.054
H -2.3057 0.8426 -6.9230 0.057 0.017 -0.009
H -2.8635 -0.7242 -6.3714 0.011 -0.008 0.064
H -0.4272 -0.3091 -8.1893 -0.038 0.040 -0.037
H -2.0148 -0.8797 -8.6879 -0.028 -0.008 0.002
H -1.0214 -1.8609 -7.5998 -0.021 -0.016 -0.006
C -4.2920 -2.3163 2.0076 0.051 -0.012 0.022
C -3.7710 -3.6562 1.5113 -0.082 0.057 -0.023
O -2.7161 -4.1853 2.2909 0.180 0.069 -0.095
C -3.0219 -4.4584 3.6503 -0.039 -0.035 0.137
C -4.1393 -5.4671 3.8439 -0.035 0.010 -0.126
H -3.4708 -1.5969 2.0603 -0.027 0.034 0.014
H -5.0525 -1.9354 1.3253 0.014 0.015 -0.025
H -4.7407 -2.3760 2.9988 -0.031 -0.056 -0.014
H -3.3525 -3.5269 0.5113 0.036 -0.066 -0.003
H -4.5850 -4.3812 1.4146 -0.038 0.026 0.056
H -3.2433 -3.5289 4.1875 -0.050 0.004 -0.026
H -2.0986 -4.8520 4.0740 0.039 0.006 -0.046
H -5.0908 -5.1094 3.4486 -0.013 0.029 0.056
H -4.2785 -5.6681 4.9057 0.023 -0.006 0.018
H -3.8991 -6.4039 3.3409 0.013 -0.015 0.015
C 1.9777 3.9067 5.0765 0.036 0.056 -0.114
C 2.7854 2.7485 4.5199 -0.024 -0.021 0.146
O 3.1678 2.9081 3.1584 -0.217 -0.159 -0.290
C 3.9827 4.0399 2.8723 0.100 0.138 -0.019
C 5.3025 4.0566 3.6195 -0.038 -0.111 0.073
H 1.0785 4.0734 4.4805 -0.020 -0.002 0.017
H 1.6775 3.6909 6.1012 -0.014 -0.024 0.008
H 2.5464 4.8363 5.0882 0.021 -0.013 0.055
H 2.1849 1.8383 4.5430 0.018 -0.029 -0.041
H 3.6655 2.5572 5.1398 0.016 0.041 -0.007
H 3.4249 4.9650 3.0500 -0.003 -0.016 0.052
H 4.1742 3.9905 1.7994 -0.030 -0.040 -0.014
H 5.1624 4.1231 4.6983 -0.002 0.069 -0.003
H 5.8928 4.9183 3.3101 0.001 0.008 -0.029
H 5.8729 3.1510 3.4112 0.016 0.005 -0.018


Entry 2:
84
Properties=species:S:1:pos:R:3:forces:R:3 method="wB97M-V/def2-TZVPD" gap_ev=3.3 e_homo_ev=-5.92 mol_weight_g_mol=888.06
Pb 1.5554 -0.1487 0.9418 0.715 -0.036 -0.191
O 5.5881 1.0517 -0.4963 1.565 -3.175 -0.250
C 6.4564 0.0237 -0.9565 -3.163 4.117 -0.529
C 6.7593 -1.2592 -0.0353 -2.515 -3.576 2.795
O 5.6318 -1.9597 0.6222 3.153 2.971 -2.120
H 7.2658 0.6152 -1.3843 1.328 -0.849 0.685
H 6.0129 -0.4427 -1.8361 -0.588 -0.599 -0.008
H 7.5319 -1.0003 0.6887 -0.387 0.808 0.529
H 7.2408 -2.0398 -0.6243 -0.128 0.339 -0.942
O 0.9448 -3.9549 -3.6089 -0.428 -2.572 -2.431
S 0.9388 -5.0910 -4.5593 1.600 -0.381 0.078
O -0.1224 -6.1147 -4.6248 1.440 2.443 -0.155
O 1.2847 -4.3971 -6.0794 -0.509 0.082 2.444
C 1.1991 -5.1531 -7.2737 -0.477 -1.436 0.246
C 1.6233 -4.3152 -8.4393 -0.352 0.818 -0.453
C 2.5743 -6.0810 -4.4052 -1.720 1.060 0.387
H 0.2253 -5.6427 -7.2786 -0.474 0.612 -0.643
H 1.8312 -6.0410 -7.2868 0.680 -0.015 0.524
H 2.6713 -4.0245 -8.3655 0.113 -0.398 -0.028
H 1.1067 -3.3612 -8.5443 -0.394 -0.077 0.310
H 1.4243 -4.8523 -9.3667 0.283 -0.139 0.019
H 3.1766 -5.7539 -5.2527 0.037 -0.278 0.260
H 2.2871 -7.1322 -4.3821 0.104 0.167 -0.333
H 2.9930 -5.8049 -3.4375 0.091 0.138 -0.211
O -6.4215 -0.4954 0.9804 2.196 -2.392 -0.887
S -5.4009 -1.4342 0.4290 -0.745 2.764 -0.886
O -3.9809 -1.1064 0.6492 -2.394 -1.111 0.058
O -5.7848 -2.9719 0.8333 0.603 1.285 -2.502
C -5.9047 -3.3033 2.1790 -0.746 0.498 2.024
C -7.3219 -3.0596 2.7328 0.367 0.140 0.103
C -5.6172 -1.5957 -1.4663 1.386 -1.233 2.224
H -5.2332 -2.6511 2.7374 0.212 -0.199 0.280
H -5.5759 -4.3311 2.3326 -0.034 0.021 -0.387
H -7.4452 -1.9954 2.9340 -0.023 -0.059 0.053
H -7.4063 -3.6127 3.6682 -0.103 0.059 0.068
H -8.1528 -3.3441 2.0872 0.305 -0.286 -0.219
H -6.4798 -2.2383 -1.6425 -0.101 0.641 -0.211
H -4.7110 -2.1761 -1.6399 -0.089 -0.327 -0.264
H -5.4291 -0.6737 -2.0164 -0.796 0.194 0.553
O -0.3999 3.4976 -6.1555 -0.278 -2.469 0.748
S -0.1929 2.0571 -5.9031 0.324 1.512 0.203
O -0.1871 1.5059 -4.5392 -0.189 0.922 -2.919
O -1.2121 1.1816 -6.8148 1.165 -0.708 1.738
C -1.9013 1.7626 -7.8795 -1.729 1.683 -0.504
C -2.8307 0.7287 -8.4663 0.814 -0.767 -0.423
C 1.3234 1.6731 -6.8119 -1.609 -0.479 1.343
H -1.2717 2.1963 -8.6564 0.446 -0.152 0.083
H -2.4632 2.5910 -7.4479 -0.142 0.173 -0.242
H -3.4694 1.0696 -9.2811 -0.194 0.525 0.443
H -3.3779 0.2050 -7.6825 -0.144 0.128 -0.170
H -2.1871 0.0177 -8.9844 -0.018 -0.484 0.201
H 1.0868 1.8821 -7.8552 0.426 0.320 0.187
H 1.3839 0.5969 -6.6499 0.738 0.076 -0.074
H 2.0437 2.2959 -6.2815 0.391 -0.293 -0.590
O 1.3274 7.1437 3.6099 -1.178 0.045 -1.657
S 0.3451 7.0879 2.5364 -1.286 0.342 -1.240
O -0.1133 5.8263 1.9510 0.783 2.056 1.428
O -1.0387 7.8795 3.0562 1.218 -1.656 -0.751
C -0.9330 9.2416 3.3920 -0.653 1.160 0.498
C -2.0759 9.6406 4.3673 2.312 -0.414 -0.448
C 0.7723 8.2043 1.0510 -0.088 -0.826 1.144
H -0.9971 9.9053 2.5297 0.185 -0.366 -0.496
H -0.0101 9.4506 3.9329 0.266 -0.103 -0.247
H -3.0168 9.1385 4.1422 0.114 0.301 0.237
H -2.0543 10.7294 4.3212 -0.725 -0.005 0.121
H -1.5607 9.3655 5.2876 -1.258 -0.161 0.638
H 1.4383 7.6014 0.4337 0.344 0.231 0.332
H 1.1743 9.1442 1.4294 0.334 -0.291 -0.083
H -0.0907 8.4245 0.4227 -0.369 -0.325 0.528
O 2.6637 0.0276 9.3071 -1.197 -1.845 -1.344
S 1.9253 -1.0718 8.6615 0.742 0.200 -0.441
O 1.6723 -1.0871 7.2013 0.405 -0.012 3.560
O 2.6574 -2.4944 8.9971 -1.593 1.547 -1.154
C 3.3681 -2.6352 10.2178 1.673 -1.028 -0.608
C 3.0778 -3.9831 10.8880 0.554 1.004 0.043
C 0.4048 -1.3589 9.6239 0.277 0.266 -0.652
H 3.3899 -1.7460 10.8479 -0.679 -0.103 0.074
H 4.3739 -2.6968 9.8021 0.460 -0.046 0.629
H 2.0972 -4.0207 11.3626 0.139 -0.162 0.056
H 3.8976 -4.0390 11.6042 -0.334 -0.225 0.577
H 3.2566 -4.8340 10.2307 -0.368 0.230 -0.269
H -0.3397 -0.7740 9.0838 -0.271 -0.297 0.217
H 0.4805 -1.0283 10.6598 0.405 0.290 -0.247
H 0.2282 -2.4343 9.6449 -0.224 0.185 -0.457


Entry 3:
69
Properties=species:S:1:pos:R:3:forces:R:3 method="wB97M-V/def2-TZVPD" gap_ev=9.7 e_homo_ev=-9.09 de_lowest_ev=0.0000 mol_weight_g_mol=376.53
C 4.3317 10.1159 13.4299 1.030 0.393 -0.464
C 2.9502 10.5538 12.8582 0.675 -1.705 -0.123
C 2.0159 10.3155 14.0286 0.639 -1.231 1.489
O 2.8712 9.8775 15.1393 0.017 0.781 -0.053
C 4.1998 10.3854 14.8965 -0.694 -0.341 0.581
H 5.1788 10.6242 12.9562 -0.223 0.230 0.052
H 4.5963 9.0614 13.3486 -0.626 -0.181 -0.392
H 2.7120 9.8915 12.0108 -0.088 0.588 0.105
H 2.9529 11.5901 12.5772 0.083 0.392 -0.343
H 1.2851 9.4933 13.9349 0.229 0.498 -0.317
H 1.5314 11.2058 14.3767 -0.533 0.609 -0.099
H 4.8598 9.8479 15.5793 0.063 -0.317 -0.368
H 4.3599 11.4382 15.1598 -0.599 0.244 -0.098
C 4.5150 3.1329 17.0925 0.848 1.744 1.122
C 3.5760 2.6327 18.2134 0.298 -0.124 -1.638
C 2.2299 3.1355 17.7083 -1.209 0.672 -0.046
O 2.3800 3.5074 16.3075 -0.645 0.195 1.149
C 3.6558 3.1073 15.8925 -0.606 -1.377 -0.632
H 5.4064 2.5377 17.0067 0.396 -0.287 -0.099
H 4.8180 4.1874 17.2360 -0.014 -0.400 0.362
H 3.8692 2.8961 19.2141 -0.035 0.358 0.304
H 3.5935 1.5537 18.1214 -0.108 -0.381 0.298
H 1.8647 4.0635 18.2172 0.251 -0.829 -0.184
H 1.4492 2.3458 17.7802 0.361 0.562 0.002
H 3.9156 3.7084 15.0350 0.455 0.280 -0.099
H 3.5890 2.0636 15.5850 0.011 -0.354 -0.558
C 0.4452 5.8353 12.9292 0.159 0.417 -0.801
C 1.6679 5.8954 13.8508 -1.069 1.440 1.161
C 0.9791 6.4505 15.1547 1.492 0.823 -0.370
O -0.3933 6.1866 15.0603 -1.088 0.019 0.330
C -0.7046 5.4815 13.8870 1.046 -1.424 -0.955
H 0.7067 5.1317 12.1226 -0.823 0.128 0.133
H 0.1506 6.8215 12.4798 0.811 -0.657 0.277
H 2.4381 6.5862 13.5134 0.018 0.044 -0.095
H 2.1402 4.9464 14.0548 -0.176 -0.462 -0.138
H 1.0979 7.5749 15.1819 0.111 -1.081 0.282
H 1.4070 5.9814 16.0597 -0.299 0.286 -0.402
H -1.6862 5.7934 13.4717 0.500 -0.414 0.571
H -0.6025 4.3686 14.0616 -0.770 0.882 0.015
C 3.2368 6.0944 20.1865 0.620 0.623 -1.071
O 4.5301 6.7213 20.3214 -0.027 -0.937 -0.208
H 2.4607 6.8466 20.2420 -0.240 0.005 0.017
H 3.2055 5.6382 19.1797 -0.079 0.085 0.493
H 3.0986 5.3439 20.9377 0.017 -0.442 0.493
H 4.4241 7.6368 20.5381 -0.204 0.743 0.234
C 6.2329 10.7929 18.2120 0.049 0.208 0.026
O 5.6214 10.6350 19.4634 -0.779 -0.414 1.077
H 6.1402 9.8457 17.6928 0.107 -0.205 -0.003
H 5.7085 11.5349 17.6140 0.174 0.280 -0.166
H 7.2861 11.0304 18.3536 0.128 0.147 -0.376
H 5.5598 11.4481 19.9819 0.258 -0.104 -0.524
C 1.5678 9.9999 19.3003 0.227 -1.062 -0.619
O 1.7826 8.6783 18.7390 0.355 0.986 0.530
H 0.8600 9.9353 20.1191 0.028 0.114 0.392
H 2.5631 10.2786 19.6425 -0.252 0.555 -0.024
H 1.1341 10.6579 18.5385 0.434 0.146 0.130
H 0.9175 8.3155 18.6392 -0.838 -0.662 -0.366
C 7.6796 5.3396 15.4134 0.182 -0.510 0.078
O 7.2015 6.6449 15.5824 -0.816 -0.222 0.188
H 8.5979 5.4457 14.8966 1.091 -0.132 -0.542
H 7.8825 4.8562 16.3619 0.128 -0.097 0.400
H 7.0871 4.6126 14.8367 -0.489 0.539 -0.054
H 6.5347 6.5757 16.2838 -0.255 0.493 0.007
C 3.8801 7.3543 16.8607 -0.891 -2.492 0.185
O 4.9888 6.7096 17.4734 0.852 0.009 -0.532
H 3.6817 8.3317 17.1926 0.091 1.361 0.326
H 4.0507 7.2962 15.7844 -0.148 0.190 0.083
H 2.9645 6.7485 17.1311 0.720 0.701 -0.540
H 5.0813 6.9144 18.4078 -0.330 0.076 0.411